Entry from the OMol25 dataset: a structure of composition C7H14 at a distorted geometry (ωB97M-V/def2-TZVPD).

Each line ends with the Mulliken charge.
Geometry (Å):
C (-1.456, 1.595, -0.012)  -1.144
C (-0.723, 0.646, -0.959)  -0.789
C (-0.227, -0.639, -0.307)  0.919
C (-1.353, -1.482, 0.310)  -1.523
C (0.997, -1.291, -0.885)  -1.079
C (1.054, -0.631, 0.510)  -0.032
C (2.031, 0.720, 0.614)  -1.302
H (-1.677, 2.547, -0.506)  0.368
H (-2.407, 1.173, 0.331)  0.321
H (-0.855, 1.813, 0.880)  0.265
H (-1.381, 0.388, -1.803)  0.421
H (0.144, 1.144, -1.407)  0.330
H (-2.107, -1.772, -0.436)  0.340
H (-1.885, -0.920, 1.093)  0.326
H (-0.974, -2.401, 0.768)  0.415
H (1.039, -2.391, -0.992)  0.233
H (1.864, -0.472, -0.630)  0.345
H (1.189, -1.213, 1.408)  0.539
H (1.356, 1.475, 0.998)  0.285
H (2.518, 1.188, -0.287)  0.407
H (2.854, 0.523, 1.314)  0.353

Output
Energy relative to the best compared isomer or geometry (same formula, charge and spin)   92.15 kcal/mol
Total charge   0
Kohn-Sham gap   9.5321 eV